{
  "formula": "C2BrNO2",
  "method": "ωB97M-V/def2-TZVPD",
  "e_tot_ev": -77694.395,
  "homo_energy_ev": [-10.4, -8.8],
  "max_force_ev_per_a": 2.03,
  "total_charge": 0,
  "symbols": ["C", "C", "N", "O", "O", "Br"],
  "positions_angstrom": [[-0.478, -1.205, 0.756], [-0.030, 2.120, 0.390], [0.330, 1.456, -0.532], [-0.731, -1.691, 1.764], [0.722, 0.790, -1.477], [0.187, -1.471, -0.902]],
  "forces_ev_per_angstrom": [[0.1282, 1.3084, 0.3571], [0.0494, -0.6195, -0.3114], [-0.4854, 1.2098, 1.4060], [-0.1748, -0.3502, 0.1338], [0.5092, 0.4110, -1.0681], [-0.0266, -1.9595, -0.5174]]
}


{
  "formula": "C2Cl2F2",
  "method": "ωB97M-V/def2-TZVPD",
  "smiles": "F/C(Cl)=C(\\F)Cl",
  "e_tot_ev": -32552.282,
  "homo_energy_ev": -9.5,
  "max_force_ev_per_a": 3.17,
  "total_charge": 0,
  "symbols": ["F", "C", "Cl", "C", "F", "Cl"],
  "positions_angstrom": [[-0.838, -1.407, 0.550], [-0.607, -0.146, 0.185], [-1.992, 0.896, 0.452], [0.642, 0.072, -0.241], [1.480, -0.915, -0.374], [1.315, 1.500, -0.572]],
  "forces_ev_per_angstrom": [[-0.5683, -0.2371, -0.0293], [-0.1089, -0.2122, 0.3429], [1.4914, -0.5702, -0.3738], [-2.3758, -0.4256, 0.7525], [0.6120, -1.4832, 0.0484], [0.9496, 2.9283, -0.7408]]
}


{
  "formula": "C2Cl2F2O",
  "method": "ωB97M-V/def2-TZVPD",
  "e_tot_ev": -34597.509,
  "homo_energy_ev": [-9.2, -8.8],
  "max_force_ev_per_a": 2.60,
  "total_charge": 0,
  "symbols": ["C", "C", "O", "F", "F", "Cl", "Cl"],
  "positions_angstrom": [[2.337, 0.055, 0.035], [-1.311, 0.263, -0.156], [1.343, 0.516, -0.390], [-1.558, 1.428, -0.595], [-1.266, 0.244, 1.167], [2.695, -1.439, 0.712], [-2.240, -1.069, -0.773]],
  "forces_ev_per_angstrom": [[-0.7625, 1.8498, -0.9364], [0.7419, -2.3809, 0.7194], [0.8153, -0.4915, 0.3678], [-0.7275, 1.7988, -0.8158], [-0.0322, 0.1882, 0.2696], [0.0882, -1.2914, 0.5445], [-0.1232, 0.3270, -0.1491]]
}


{
  "formula": "C2Cl2F2S",
  "method": "ωB97M-V/def2-TZVPD",
  "e_tot_ev": -43382.008,
  "homo_energy_ev": [-8.6, -8.6],
  "max_force_ev_per_a": 3.62,
  "total_charge": 0,
  "symbols": ["C", "C", "F", "F", "S", "Cl", "Cl"],
  "positions_angstrom": [[0.173, -0.249, 0.258], [1.443, -0.133, 0.562], [-0.699, -1.201, 0.534], [2.168, 0.883, 0.358], [-3.319, 0.753, -2.515], [2.295, -1.171, 1.861], [-2.061, 1.118, -1.059]],
  "forces_ev_per_angstrom": [[-1.5650, -0.4354, -0.6185], [-0.5823, -2.4071, 2.6409], [0.9244, 0.2798, 0.0004], [1.4071, 2.1005, -1.1210], [0.5243, -0.1569, 0.3216], [-1.1579, 0.6431, -1.4723], [0.4495, -0.0240, 0.2488]]
}


{
  "formula": "C2Cl2N2O2",
  "method": "ωB97M-V/def2-TZVPD",
  "e_tot_ev": -34187.099,
  "homo_energy_ev": -11.9,
  "max_force_ev_per_a": 7.40,
  "total_charge": 0,
  "symbols": ["C", "C", "N", "N", "O", "O", "Cl", "Cl"],
  "positions_angstrom": [[0.996, -0.042, -1.459], [-0.579, 0.314, -0.071], [1.511, -0.640, -2.260], [0.061, -0.088, 1.230], [0.271, 0.760, 2.075], [0.425, -1.210, 1.265], [-1.073, 1.886, -0.168], [-1.610, -0.981, -0.611]],
  "forces_ev_per_angstrom": [[-4.4796, 2.4682, 5.3460], [1.9285, -1.7796, -3.1349], [2.0467, -1.8132, -2.8656], [1.4535, 1.3445, 0.9428], [-0.7075, 0.0543, -0.6465], [0.2089, -1.8055, 0.1948], [-0.3663, 0.6387, -0.0721], [-0.0841, 0.8926, 0.2355]]
}


{
  "formula": "C2Cl2O3S",
  "method": "ωB97M-V/def2-TZVPD",
  "e_tot_ev": -44094.822,
  "homo_energy_ev": -9.9,
  "max_force_ev_per_a": 2.79,
  "total_charge": 0,
  "symbols": ["C", "C", "O", "O", "O", "S", "Cl", "Cl"],
  "positions_angstrom": [[-0.533, -1.216, -1.313], [-0.543, 0.144, 0.900], [-1.518, -1.731, -1.492], [-1.419, -0.491, 1.353], [0.768, 0.179, 1.253], [1.817, 1.399, 0.739], [-0.880, 1.156, -0.407], [2.308, 0.560, -1.034]],
  "forces_ev_per_angstrom": [[0.1187, -1.4576, -0.6741], [0.2614, 0.8580, -0.1153], [-0.0562, 0.0253, -0.1222], [0.4563, -1.0027, 1.2407], [0.0573, -0.1206, 0.9389], [-0.3255, -1.1032, -0.2805], [-0.8577, 2.3648, -1.1995], [0.3456, 0.4360, 0.2120]]
}


{
  "formula": "C2Cl3F",
  "method": "ωB97M-V/def2-TZVPD",
  "smiles": "FC(Cl)=C(Cl)Cl",
  "e_tot_ev": -42357.596,
  "homo_energy_ev": -9.5,
  "max_force_ev_per_a": 2.73,
  "total_charge": 0,
  "symbols": ["F", "C", "Cl", "C", "Cl", "Cl"],
  "positions_angstrom": [[0.690, -1.693, 0.045], [0.625, -0.315, 0.026], [2.136, 0.408, -0.064], [-0.623, 0.257, 0.058], [-0.789, 2.039, 0.002], [-2.038, -0.696, -0.066]],
  "forces_ev_per_angstrom": [[-0.0114, 1.6958, -0.0546], [-2.5157, -1.0439, 0.1395], [0.0495, 0.2405, 0.0902], [2.1567, 0.5216, -0.4913], [0.0993, -1.7231, 0.1104], [0.2216, 0.3091, 0.2059]]
}


{
  "formula": "C2Cl3IS",
  "method": "ωB97M-V/def2-TZVPD",
  "s2": 2.011,
  "e_tot_ev": -58572.427,
  "homo_energy_ev": [-7.4, -9.8],
  "max_force_ev_per_a": 2.88,
  "multiplicity": 3,
  "total_charge": 0,
  "symbols": ["C", "C", "S", "Cl", "Cl", "Cl", "I"],
  "positions_angstrom": [[-1.637, 2.058, 0.453], [1.105, -1.035, -0.420], [-2.449, 3.340, 0.429], [2.366, -0.937, 0.872], [0.183, -2.501, -0.143], [1.953, -0.927, -1.927], [-1.521, 0.002, 0.736]],
  "forces_ev_per_angstrom": [[1.6128, -1.4420, -0.0486], [2.3556, -1.4120, 0.8607], [-1.2943, 1.0896, 0.0963], [-1.0883, 0.4760, -0.3868], [0.1541, 0.1596, -0.5998], [-0.8728, 0.1244, -0.1130], [-0.8670, 1.0044, 0.1913]]
}


{
  "formula": "C2Cl3NO2",
  "method": "ωB97M-V/def2-TZVPD",
  "e_tot_ev": -45217.010,
  "homo_energy_ev": [-10.2, -9.4],
  "max_force_ev_per_a": 2.66,
  "total_charge": 0,
  "symbols": ["C", "C", "N", "O", "O", "Cl", "Cl", "Cl"],
  "positions_angstrom": [[-0.163, 0.492, 0.862], [0.716, -0.628, -1.245], [-0.275, 1.498, 1.693], [-1.422, 0.064, 0.938], [-1.522, 0.964, 2.039], [1.694, -1.766, -0.370], [-0.586, -1.352, -2.009], [1.560, 0.728, -1.908]],
  "forces_ev_per_angstrom": [[0.4272, 1.0458, -1.8068], [0.7860, 0.8469, 2.3927], [1.9562, -0.7543, -0.1107], [-0.8407, -1.7334, 0.2973], [-1.4740, 0.6472, 0.1674], [0.0278, 0.2851, -0.4284], [-0.3510, 0.4052, -0.3632], [-0.5316, -0.7424, -0.1482]]
}


{
  "formula": "C2Cl3NO3",
  "method": "ωB97M-V/def2-TZVPD",
  "smiles": "O=C(Cl)C(Cl)(Cl)[N+](=O)[O-]",
  "e_tot_ev": -47269.413,
  "homo_energy_ev": -11.4,
  "max_force_ev_per_a": 3.82,
  "total_charge": 0,
  "symbols": ["O", "C", "Cl", "C", "Cl", "Cl", "N", "O", "O"],
  "positions_angstrom": [[0.332, 1.247, 2.014], [-0.318, 0.830, 1.147], [-1.932, 0.424, 1.346], [0.331, 0.283, -0.382], [-0.063, 1.230, -1.769], [2.063, 0.287, -0.020], [0.014, -1.132, -0.648], [0.396, -1.538, -1.728], [-0.822, -1.631, 0.040]],
  "forces_ev_per_angstrom": [[1.2258, 0.8854, 0.3914], [0.1958, -1.8359, -2.3698], [-1.7966, 0.4933, 0.0541], [1.5000, 1.7674, 3.0346], [-0.3654, 0.3505, 0.1862], [0.1514, 0.1280, -0.3557], [-1.5043, 0.0790, -2.8458], [0.5458, -0.4539, 0.7768], [0.0475, -1.4136, 1.1282]]
}


{
  "formula": "C2Cl4O",
  "method": "ωB97M-V/def2-TZVPD",
  "s2": 2.007,
  "e_tot_ev": -54207.042,
  "homo_energy_ev": [-8.6, -11.4],
  "max_force_ev_per_a": 2.60,
  "multiplicity": 3,
  "total_charge": 0,
  "symbols": ["C", "C", "O", "Cl", "Cl", "Cl", "Cl"],
  "positions_angstrom": [[-1.516, 0.205, 0.148], [2.286, 0.175, 0.283], [-0.735, -0.437, -0.399], [-2.142, 1.705, -0.346], [-2.150, -0.304, 1.715], [2.070, 1.429, -0.871], [3.905, -0.460, 0.283]],
  "forces_ev_per_angstrom": [[-1.1859, 0.3264, 1.9764], [2.0140, 0.6149, -1.4024], [1.6394, -1.1979, -1.6180], [-0.3003, 0.7130, -0.3582], [-0.1692, 0.1429, -0.0025], [-0.7222, -0.4745, 0.7760], [-1.2759, -0.1247, 0.6288]]
}


{
  "formula": "C2Cl6O2P",
  "method": "ωB97M-V/def2-TZVPD",
  "e_tot_ev": -90595.197,
  "homo_energy_ev": -5.5,
  "max_force_ev_per_a": 3.00,
  "total_charge": -1,
  "symbols": ["C", "C", "O", "O", "P", "Cl", "Cl", "Cl", "Cl", "Cl", "Cl"],
  "positions_angstrom": [[-0.695, -0.164, 1.301], [-0.018, 0.228, -1.596], [1.411, 1.273, 0.659], [1.760, -1.274, 0.411], [0.947, -0.047, 0.349], [0.040, -0.183, 2.970], [-1.283, -1.730, 0.987], [-1.939, 1.125, 1.373], [1.559, 0.364, -2.478], [-1.038, 1.678, -1.854], [-0.743, -1.270, -2.123]],
  "forces_ev_per_angstrom": [[1.4150, 0.2734, 1.3171], [2.1848, -0.4151, 1.8283], [1.2278, 2.7146, 0.3479], [-0.8367, -0.1103, -0.3417], [-2.2428, -0.1232, -1.9847], [-0.2271, -0.0564, 0.4803], [-1.4859, -1.2769, 0.0471], [0.4885, -0.6014, -0.5606], [-0.3465, 0.4436, -0.4475], [0.4854, -0.7771, -0.0420], [-0.6625, -0.0714, -0.6441]]
}


{
  "formula": "C2ClF3O",
  "method": "ωB97M-V/def2-TZVPD",
  "e_tot_ev": -24791.919,
  "homo_energy_ev": [-9.4, -8.9],
  "max_force_ev_per_a": 4.22,
  "total_charge": 0,
  "symbols": ["C", "C", "O", "F", "F", "F", "Cl"],
  "positions_angstrom": [[-1.046, -0.408, -0.207], [0.871, 0.510, -0.381], [-0.125, 0.105, -1.110], [-1.777, 0.405, 0.471], [-0.728, -1.459, 0.550], [0.538, 1.263, 0.692], [2.267, -0.415, -0.016]],
  "forces_ev_per_angstrom": [[-2.0806, -2.5139, -1.4457], [3.3575, 2.2037, 1.3073], [-1.6142, -0.9361, 0.4725], [-0.2671, 1.1554, 0.4639], [0.8592, 0.6402, -0.2542], [-0.0043, -0.1288, -0.3307], [-0.2506, -0.4205, -0.2130]]
}


{
  "formula": "C2ClF4O2S",
  "method": "ωB97M-V/def2-TZVPD",
  "s2": 2.011,
  "e_tot_ev": -40395.667,
  "homo_energy_ev": [-3.9, -5.6],
  "max_force_ev_per_a": 1.04,
  "multiplicity": 3,
  "total_charge": -1,
  "symbols": ["C", "C", "O", "O", "F", "F", "F", "F", "S", "Cl"],
  "positions_angstrom": [[0.946, -0.647, -0.274], [0.046, 0.355, 0.409], [-2.017, 0.116, -1.364], [-2.586, 0.752, 0.937], [0.472, -1.926, -0.142], [1.060, -0.450, -1.584], [2.190, -0.706, 0.226], [0.209, 0.237, 1.739], [-1.777, -0.081, 0.058], [1.457, 2.349, -0.006]],
  "forces_ev_per_angstrom": [[0.3057, -0.4120, -0.4017], [0.1603, -0.2530, -0.1987], [0.5151, -0.4469, -0.1324], [0.3849, -0.2724, 0.4672], [-0.2530, -0.3246, 0.1259], [-0.2206, 0.2414, -0.2142], [-0.2702, 0.3559, 0.2864], [-0.2051, 0.0372, 0.3278], [-0.2066, 0.9902, -0.2410], [-0.2105, 0.0842, -0.0193]]
}


{
  "formula": "C2ClI3O",
  "method": "ωB97M-V/def2-TZVPD",
  "e_tot_ev": -40941.114,
  "homo_energy_ev": -8.8,
  "max_force_ev_per_a": 2.04,
  "total_charge": 0,
  "symbols": ["C", "C", "O", "Cl", "I", "I", "I"],
  "positions_angstrom": [[-0.124, -0.012, 0.309], [-1.308, 0.563, 0.120], [2.215, -0.293, -0.802], [0.084, -1.682, 0.480], [-3.090, -0.530, 0.006], [1.675, 1.065, 0.243], [-1.484, 2.642, -0.038]],
  "forces_ev_per_angstrom": [[-1.1200, 0.6115, 0.5054], [-0.2424, 0.0952, 0.0349], [1.6617, -0.6493, -0.9835], [0.1723, -0.1011, 0.0660], [0.2458, 0.2243, -0.0100], [-0.5516, 0.0054, 0.3404], [-0.1660, -0.1859, 0.0468]]
}


{
  "formula": "C2ClNOS2",
  "method": "ωB97M-V/def2-TZVPD",
  "e_tot_ev": -39801.122,
  "homo_energy_ev": [-9.3, -8.9],
  "max_force_ev_per_a": 1.33,
  "total_charge": 0,
  "symbols": ["C", "C", "N", "O", "S", "S", "Cl"],
  "positions_angstrom": [[-0.725, -1.107, 1.241], [0.178, 0.089, -0.766], [-0.158, -0.297, 0.536], [-0.341, -0.364, -1.751], [0.722, 2.851, 0.485], [1.125, 1.618, -0.984], [-0.801, -2.790, 1.239]],
  "forces_ev_per_angstrom": [[0.4514, 0.7834, -0.4050], [-1.3213, 0.0863, 0.0756], [-0.0761, 0.2786, -0.1840], [0.5239, -0.2591, 0.4387], [0.0674, -0.4716, -0.1569], [0.3444, 0.2330, 0.2243], [0.0104, -0.6506, 0.0074]]
}


{
  "formula": "C2Cs7F2O10P",
  "method": "ωB97M-V/def2-TZVPD",
  "e_tot_ev": -41119.144,
  "homo_energy_ev": -0.3,
  "max_force_ev_per_a": 6.62,
  "total_charge": -2,
  "symbols": ["Cs", "Cs", "Cs", "Cs", "Cs", "Cs", "Cs", "F", "F", "C", "O", "O", "O", "C", "O", "O", "O", "P", "O", "O", "O", "O"],
  "positions_angstrom": [[-3.077, -1.497, -0.360], [1.486, -0.148, -2.105], [-0.972, 3.683, -2.358], [-0.470, -5.077, 2.320], [-2.173, -1.000, 3.559], [0.704, 3.604, 1.713], [1.642, -1.090, 1.325], [-3.714, -2.526, 2.223], [0.272, -2.901, 2.913], [2.205, 3.136, -1.405], [2.118, 3.005, -2.584], [1.689, 4.187, -0.784], [2.700, 2.312, -0.592], [1.350, -3.263, -1.100], [2.566, -2.845, -1.031], [1.032, -4.257, -0.425], [0.445, -2.547, -1.515], [-1.574, 1.425, -0.008], [-0.153, 0.978, 0.631], [-1.767, 0.940, -1.452], [-1.557, 2.967, 0.126], [-2.753, 0.915, 0.911]],
  "forces_ev_per_angstrom": [[0.2365, -0.2158, -0.3437], [0.0901, 1.0213, -0.2774], [0.6751, 0.0399, -0.2265], [-0.1003, -0.7338, -1.2133], [0.3724, 0.5044, -0.5602], [0.1484, -0.5168, -0.7618], [0.1351, -0.1423, -0.3735], [-0.1199, -0.4690, 0.0110], [0.0179, 1.2713, 0.9524], [-0.5395, 1.9662, 6.2999], [-0.5360, -0.9146, -6.4533], [-0.8819, 1.5356, -0.5444], [1.5223, -2.4465, 0.8381], [1.9741, 0.3647, 2.8315], [1.3860, 0.6932, -0.9647], [-0.8131, -4.2989, 1.9759], [-3.3655, 2.5426, -2.7098], [0.7395, 0.1788, 3.3352], [-1.7766, -0.3929, -0.8350], [0.3117, -0.0317, -0.3149], [-0.2366, 0.5907, -0.3716], [0.7601, -0.5465, -0.2940]]
}


{
  "formula": "C2EuF3NO3S",
  "method": "ωB97M-V/def2-TZVPD",
  "s2": 15.760,
  "e_tot_ev": -48002.211,
  "homo_energy_ev": [-19.1, -19.8],
  "max_force_ev_per_a": 6.10,
  "multiplicity": 8,
  "total_charge": 2,
  "symbols": ["N", "S", "C", "F", "F", "F", "O", "C", "O", "O", "Eu"],
  "positions_angstrom": [[-0.373, -0.440, 1.785], [-1.067, 0.451, 0.737], [-1.890, -0.828, -0.403], [-1.032, -1.784, -0.707], [-2.280, -0.222, -1.508], [-2.933, -1.342, 0.216], [2.646, 1.647, -1.745], [2.416, 1.217, -0.698], [2.713, 0.665, 0.313], [-0.210, 1.239, -0.261], [2.010, -0.604, 2.270]],
  "forces_ev_per_angstrom": [[-2.2930, 2.0440, -1.6721], [6.0106, -0.1764, -1.0329], [-3.1544, -2.1227, -2.4250], [0.2232, 0.9339, 0.6396], [0.7160, 0.1291, 1.2068], [0.9269, 0.5829, 0.1934], [-2.0807, -0.0959, 1.3990], [3.6992, 0.2640, -2.4251], [-1.6915, -0.1761, 1.0180], [-2.8528, -1.3734, 2.7914], [0.4966, -0.0095, 0.3068]]
}


{
  "formula": "C2F2I2",
  "method": "ωB97M-V/def2-TZVPD",
  "smiles": "F/C(I)=C(/F)I",
  "e_tot_ev": -23707.097,
  "homo_energy_ev": [-8.3, -8.3],
  "max_force_ev_per_a": 9.27,
  "total_charge": 0,
  "symbols": ["F", "C", "I", "C", "F", "I"],
  "positions_angstrom": [[-0.291, -1.761, -0.011], [-0.572, -0.473, -0.208], [-2.502, 0.179, 0.047], [0.604, 0.512, 0.173], [0.266, 1.707, -0.031], [2.495, -0.164, 0.030]],
  "forces_ev_per_angstrom": [[-0.4692, 0.0446, -0.2396], [5.4369, 3.3377, 2.4671], [-0.2451, -0.1466, -0.1296], [-5.8104, -6.9149, -2.0685], [0.1029, 3.6782, -0.1003], [0.9849, 0.0010, 0.0708]]
}